Here is a structure of composition C47H56ClIN4O5PTa in a non-equilibrium geometry from the Open Molecules 2025 dataset. Energies are from ωB97M-V/def2-TZVPD.

Summary:
E_HOMO = -8.11 eV
Energy relative to the best compared isomer or geometry (same formula, charge and spin) = 21.0 kcal/mol

```
! wB97M-V def2-TZVPD RIJCOSX def2/J DEFGRID3
* xyz 0 1
Ta -0.273 0.525 -0.181
C -1.610 -0.581 -4.166
C -1.195 0.797 -3.812
N -0.509 1.155 -2.746
C -0.421 2.523 -2.782
C -1.031 2.995 -3.912
N -1.517 1.882 -4.542
C -1.299 4.330 -4.502
O -0.768 5.355 -3.889
O -1.971 4.405 -5.507
C 0.210 3.278 -1.671
O 0.412 4.492 -1.803
O 0.511 2.589 -0.648
H -2.692 -0.689 -4.058
H -1.115 -1.278 -3.496
H -1.348 -0.814 -5.200
H -2.055 1.930 -5.394
H -0.223 5.060 -3.089
Cl -3.009 1.170 -1.280
C -2.231 -0.367 -0.790
H -2.224 -1.001 -1.675
H -2.888 -0.806 -0.049
N 1.799 0.231 -0.980
C 1.794 0.098 0.278
H 2.656 0.254 -1.528
I -0.696 -1.288 2.042
C 2.719 -0.081 1.307
C 3.175 -0.185 2.423
C 3.704 -0.347 3.732
C 3.218 -1.397 4.520
C 3.696 -1.576 5.805
C 4.645 -0.706 6.324
C 5.118 0.345 5.552
C 4.659 0.525 4.259
H 2.453 -2.046 4.116
H 3.317 -2.389 6.409
H 5.011 -0.842 7.334
H 5.849 1.030 5.962
H 5.037 1.338 3.653
O 0.309 -2.081 -1.414
P 0.705 -3.493 -1.718
C 1.292 -3.784 -3.468
C 0.608 -2.864 -4.494
C 1.122 -1.424 -4.429
C 2.637 -1.380 -4.614
C 3.309 -2.253 -3.555
C 2.811 -3.694 -3.676
C 2.128 -4.094 -0.707
C 2.044 -3.727 0.780
C 3.128 -4.478 1.551
C 2.880 -6.001 1.520
C 2.018 -6.411 0.320
C 2.407 -5.603 -0.915
C -0.683 -4.699 -1.537
C -1.302 -4.706 -0.115
C -2.694 -4.082 -0.087
C -3.676 -4.830 -0.997
C -2.990 -5.309 -2.290
C -1.759 -4.459 -2.605
H 0.978 -4.813 -3.676
H -0.473 -2.881 -4.365
H 0.817 -3.270 -5.490
H 0.862 -0.993 -3.458
H 0.633 -0.825 -5.202
H 2.999 -0.350 -4.554
H 2.898 -1.759 -5.607
H 3.052 -1.863 -2.564
H 4.396 -2.220 -3.655
H 3.350 -4.353 -2.997
H 3.022 -4.050 -4.690
H 2.971 -3.522 -1.108
H 1.077 -3.974 1.212
H 2.173 -2.652 0.894
H 3.143 -4.129 2.584
H 4.104 -4.240 1.116
H 2.386 -6.318 2.440
H 3.838 -6.524 1.471
H 0.960 -6.246 0.542
H 2.145 -7.476 0.118
H 1.878 -5.986 -1.791
H 3.474 -5.755 -1.102
H -0.239 -5.682 -1.730
H -0.679 -4.160 0.593
H -1.371 -5.739 0.239
H -2.611 -3.044 -0.404
H -3.063 -4.069 0.939
H -4.511 -4.169 -1.237
H -4.093 -5.688 -0.464
H -3.689 -5.278 -3.127
H -2.670 -6.349 -2.179
H -2.043 -3.403 -2.618
H -1.380 -4.716 -3.595
N -1.193 1.627 1.067
C -1.480 2.358 2.054
C -2.899 2.563 2.465
C -3.277 2.149 3.741
C -4.600 2.247 4.137
C -5.547 2.783 3.275
C -5.168 3.214 2.012
C -3.849 3.092 1.601
C -0.433 2.976 2.904
C -0.672 4.207 3.514
C 0.321 4.814 4.264
C 1.547 4.186 4.432
C 1.781 2.952 3.840
C 0.800 2.353 3.069
H -2.531 1.734 4.408
H -4.893 1.902 5.120
H -6.579 2.868 3.590
H -5.900 3.640 1.338
H -3.552 3.417 0.614
H -1.630 4.694 3.384
H 0.140 5.779 4.720
H 2.320 4.658 5.025
H 2.734 2.457 3.980
H 0.977 1.388 2.609
*
```

These are the Löwdin partial charges, in e, on atoms 1 to 5: number 1, Ta, carries 1.43; number 2, C, carries -0.03; number 3, C, carries -0.38; number 4, N, carries 0.07; number 5, C, carries -0.15